Record 1
{"formula": "C28H38BF16N3O5PS", "method": "the ωB97M-V functional and the def2-TZVPD basis", "charge": 1, "orbital_gap_ev": 4.99, "e_lumo_ha": -0.152, "symbols": ["C", "C", "C", "C", "C", "C", "C", "C", "C", "C", "C", "C", "C", "C", "C", "O", "C", "B", "N", "O", "C", "P", "S", "N", "O", "C", "N", "H", "H", "H", "H", "H", "H", "H", "H", "H", "H", "H", "H", "H", "H", "H", "H", "H", "H", "H", "H", "H", "H", "H", "H", "H", "H", "H", "H", "H", "H", "C", "C", "C", "F", "F", "F", "F", "O", "C", "C", "F", "F", "F", "F", "H", "H", "H", "H", "C", "C", "C", "F", "F", "F", "F", "O", "C", "C", "F", "F", "F", "F", "H", "H", "H", "H"], "coordinates": [[2.0354, -1.9357, -3.1807], [2.7393, -0.7334, -3.8631], [3.2360, 0.2521, -2.8478], [2.4096, 1.0402, -2.0604], [0.9002, 1.0172, -2.1462], [0.2729, 1.1163, -3.5587], [-1.0212, 1.9666, -3.6025], [-0.9789, 2.9465, -4.8065], [-2.2450, 1.0319, -3.7429], [-3.4914, 1.6217, -3.0476], [-3.8321, 0.8246, -1.8003], [-5.1257, 0.6035, -1.3965], [-5.6869, -0.7758, -1.2735], [-6.0336, 1.7722, -1.0733], [3.0270, 1.8802, -1.1197], [2.3423, 2.6968, -0.3135], [4.4203, 1.9520, -0.9503], [5.0217, 2.9276, 0.1908], [5.1068, 2.5351, 1.5798], [5.4559, 4.1147, -0.2665], [5.1839, 1.1572, -1.7544], [7.0180, 1.2059, -1.5711], [7.6402, 0.2086, -0.0351], [4.5748, 0.3482, -2.6595], [5.4130, -0.4513, -3.4526], [5.6702, -1.6004, -2.8587], [5.9906, -2.5410, -2.2820], [1.6602, -1.6915, -2.1909], [2.7494, -2.7467, -3.0442], [1.2486, -2.3247, -3.8206], [3.5572, -1.1471, -4.4410], [2.0899, -0.2604, -4.5889], [0.4593, 1.8200, -1.5599], [0.5667, 0.0923, -1.6691], [1.0146, 1.4378, -4.2874], [0.0008, 0.1030, -3.8586], [-1.1368, 2.5259, -2.6738], [-1.8067, 2.7819, -5.4908], [-0.0396, 2.8876, -5.3506], [-1.0806, 3.9701, -4.4437], [-2.5041, 0.9019, -4.7928], [-2.0275, 0.0493, -3.3228], [-4.3497, 1.5679, -3.7112], [-3.3155, 2.6844, -2.8254], [-3.0325, 0.4440, -1.1639], [-5.0992, -1.3690, -0.5591], [-5.6675, -1.2960, -2.2282], [-6.7116, -0.7807, -0.9040], [-6.6914, 2.0871, -1.8925], [-6.6249, 1.5237, -0.1940], [-5.4142, 2.6305, -0.8258], [1.4445, 2.3827, -0.1472], [4.2030, 2.3499, 2.0050], [5.6405, 1.6766, 1.7007], [5.9712, 4.5792, 0.4092], [7.3503, 2.5662, -1.5753], [7.5028, 0.6442, -2.7568], [6.9766, -0.6561, 6.5556], [8.2742, -0.4215, 7.3454], [8.5226, 0.9807, 7.9098], [8.6248, 1.8914, 6.9207], [9.6871, 0.9732, 8.5911], [9.3304, -0.8143, 6.6049], [8.2088, -1.2463, 8.4289], [7.0616, -0.6382, 5.1376], [6.9462, 0.5124, 4.4149], [8.2204, 0.8002, 3.6134], [9.2728, 0.9482, 4.4346], [8.0800, 1.9518, 2.9134], [6.5850, 1.5584, 5.1738], [5.9452, 0.3167, 3.5073], [6.6970, -1.6828, 6.7856], [6.1614, -0.0324, 6.9227], [7.7197, 1.2729, 8.5921], [8.4293, -0.0163, 2.9188], [-9.8318, -4.5222, 1.8015], [-8.4987, -3.8803, 1.3863], [-8.2311, -2.4384, 1.8253], [-9.1209, -1.5823, 1.2894], [-7.0007, -2.0739, 1.3878], [-8.3353, -3.9879, 0.0512], [-7.5167, -4.6252, 1.9742], [-10.8684, -4.5583, 0.8386], [-11.7531, -3.5216, 0.6834], [-11.6713, -2.9173, -0.7240], [-10.4352, -2.4334, -0.9592], [-12.5496, -1.8960, -0.8162], [-11.6046, -2.5844, 1.6370], [-12.9968, -4.0315, 0.8175], [-9.5903, -5.5715, 1.9650], [-10.1800, -4.1404, 2.7618], [-8.2554, -2.3478, 2.9142], [-11.9080, -3.6744, -1.4735]], "forces_ev_per_angstrom": [[0.363, -0.054, -0.102], [-0.006, -0.773, 0.136], [-0.029, -0.263, -0.464], [-0.073, 0.422, 0.281], [-0.070, -0.423, -0.363], [-0.073, -0.323, 0.320], [0.176, -0.708, -1.148], [-0.177, 0.470, 0.745], [-0.379, 0.575, 0.473], [0.123, 0.851, 1.065], [-0.677, -0.104, 0.361], [0.355, 0.474, -0.089], [0.297, -0.269, 1.580], [0.057, 0.253, -1.543], [-0.004, -0.059, 0.109], [0.119, -0.202, 0.263], [-0.089, 0.197, -0.182], [-0.170, -0.194, 0.169], [-0.083, -0.201, -0.157], [0.441, -0.097, -0.189], [0.462, 0.469, -0.341], [0.758, -1.128, 0.736], [-0.316, 0.248, -0.065], [-0.234, 0.151, 0.409], [-0.061, -0.008, -0.150], [0.263, 0.179, 0.326], [-0.192, -0.160, -0.192], [-0.280, 0.005, -0.064], [0.051, 0.013, 0.064], [-0.176, 0.080, 0.108], [0.109, 0.233, -0.093], [-0.114, 0.236, 0.173], [0.199, 0.140, 0.055], [-0.113, 0.034, 0.060], [-0.005, 0.415, 0.100], [0.077, -0.018, -0.149], [0.126, 0.040, 0.055], [0.039, -0.076, -0.100], [-0.017, -0.027, -0.116], [0.064, 0.085, -0.144], [0.330, -0.173, -0.106], [-0.095, -0.054, 0.034], [-0.060, 0.094, -0.004], [0.024, 0.075, -0.276], [0.195, -1.335, -0.995], [-0.001, -0.183, -0.158], [0.082, 0.107, -0.085], [-0.014, 0.079, 0.025], [-0.292, -0.114, 0.176], [-0.129, -0.146, -0.080], [-0.049, 0.090, 0.023], [-0.100, 0.152, -0.188], [0.021, 0.143, 0.088], [0.087, 0.073, 0.101], [-0.282, 0.156, 0.102], [-0.330, 0.101, -0.352], [-0.147, 0.473, -0.303], [-0.543, -0.277, 0.148], [0.201, -0.158, -0.389], [0.062, 0.048, 0.243], [-0.059, -0.033, -0.087], [-0.002, -0.037, -0.013], [0.018, 0.071, 0.013], [-0.130, 0.093, 0.087], [0.485, 0.210, -0.016], [-0.231, -0.169, 0.365], [0.433, 0.019, -0.258], [-0.076, 0.001, 0.130], [-0.239, -0.024, 0.046], [0.035, 0.060, -0.092], [0.003, 0.046, -0.076], [0.071, -0.026, -0.037], [0.142, 0.206, -0.025], [-0.029, -0.007, -0.032], [-0.124, -0.044, 0.019], [-0.201, -0.423, 0.428], [-0.191, -0.118, -0.426], [0.156, 0.132, 0.140], [-0.078, -0.055, -0.055], [0.021, -0.059, 0.046], [0.028, 0.073, 0.009], [-0.015, 0.065, 0.162], [0.315, 0.381, -0.335], [-0.027, -0.274, 0.347], [-0.049, 0.021, -0.161], [0.033, 0.021, 0.062], [-0.015, -0.019, 0.032], [0.038, 0.062, -0.081], [-0.035, 0.040, -0.028], [0.030, -0.003, -0.068], [0.038, 0.230, -0.073], [-0.016, -0.048, 0.003], [-0.028, -0.024, 0.035]]}


Record 2
{"formula": "C28H38BF18N2O6", "method": "the ωB97M-V functional and the def2-TZVPD basis", "charge": -1, "orbital_gap_ev": 5.91, "e_lumo_ha": 0.016, "symbols": ["N", "C", "C", "C", "C", "B", "F", "C", "C", "C", "C", "N", "C", "C", "C", "C", "C", "C", "C", "F", "F", "C", "F", "F", "C", "F", "F", "C", "F", "F", "C", "F", "F", "C", "F", "F", "C", "F", "F", "C", "F", "F", "F", "H", "H", "H", "H", "H", "H", "H", "H", "H", "H", "H", "H", "H", "H", "H", "H", "H", "H", "H", "H", "H", "H", "H", "H", "H", "H", "C", "O", "C", "O", "O", "C", "H", "H", "H", "H", "H", "H", "C", "O", "C", "O", "O", "C", "H", "H", "H", "H", "H", "H"], "coordinates": [[6.9689, 1.8860, 0.7611], [5.4719, 1.8207, 1.1121], [4.8151, 3.3190, 0.9368], [3.5481, 3.3541, -0.1544], [4.0436, 3.0847, -1.6931], [2.9831, 2.2555, -2.6363], [2.4186, 1.1206, -1.8052], [3.8513, 1.6309, -3.9289], [4.3049, 0.1233, -3.4734], [5.4960, -0.5502, -4.3780], [5.5073, -2.2113, -4.3183], [5.6710, -2.7734, -2.9240], [4.7742, -2.7332, -1.6964], [5.2841, -3.4509, -0.3138], [6.7243, -4.0277, -0.8432], [6.8798, -3.6007, -2.4384], [1.6657, 3.1335, -3.1251], [0.2757, 2.2073, -3.0341], [-1.0108, 2.9065, -3.7712], [-1.3152, 4.2069, -3.1310], [-0.5724, 3.2162, -5.1753], [-2.3295, 1.9058, -3.9202], [-1.8498, 0.5252, -4.1352], [-2.9958, 2.3292, -5.2023], [-3.4450, 2.0936, -2.7359], [-4.1550, 3.3894, -3.0632], [-2.8107, 2.3686, -1.3917], [-4.6232, 0.9590, -2.6875], [-5.7305, 1.5597, -1.8529], [-5.2188, 0.7774, -4.0637], [-4.1610, -0.5322, -2.1934], [-4.0066, -1.3476, -3.4570], [-2.7840, -0.5545, -1.5715], [-5.2957, -1.3070, -1.3005], [-5.5076, -0.6666, 0.0516], [-6.6506, -1.2210, -1.9658], [-5.0386, -2.8988, -1.0398], [-5.1667, -3.7604, -2.2586], [-6.1604, -3.3532, -0.1335], [-3.6549, -3.2872, -0.2615], [-3.8754, -4.6618, 0.3256], [-3.2961, -2.4145, 0.8786], [-2.5365, -3.4773, -1.2534], [7.4843, 1.0683, 1.1724], [7.0301, 1.7833, -0.2759], [4.9450, 0.9827, 0.4738], [5.4365, 1.4498, 2.2405], [5.6063, 4.1512, 0.6768], [4.3210, 3.5808, 1.9916], [3.0655, 4.4330, -0.0297], [2.7607, 2.5940, 0.2591], [4.3690, 4.1285, -2.1348], [5.0436, 2.4362, -1.6355], [4.7312, 2.3291, -4.2592], [3.1118, 1.4945, -4.8567], [4.7414, 0.2040, -2.3650], [3.3729, -0.6012, -3.4932], [6.5601, -0.1650, -4.0143], [5.3157, -0.2282, -5.5095], [6.4738, -2.5406, -4.9370], [4.5901, -2.6792, -4.9216], [3.7605, -2.1428, -1.7768], [4.7448, -3.4902, 0.7266], [7.4424, -4.6183, -0.1322], [7.8101, -3.8989, -3.1155], [1.8337, 3.5444, -4.2163], [1.5952, 4.0852, -2.4140], [0.5630, 1.1852, -3.5716], [0.0144, 2.0639, -1.8905], [-1.6873, 0.6450, 6.1942], [-2.1147, 1.4091, 5.0683], [-2.6516, 0.6711, 4.0640], [-2.7869, -0.5424, 4.0591], [-3.0118, 1.5172, 3.0662], [-3.5960, 0.8752, 1.9346], [-1.2752, 1.3360, 6.9347], [-2.5337, 0.1191, 6.6476], [-0.9009, -0.0601, 5.9062], [-4.5187, 0.3584, 2.2176], [-2.8859, 0.1792, 1.4763], [-3.8450, 1.6458, 1.1999], [-5.7923, -2.0508, 5.0973], [-6.5997, -2.1207, 6.2710], [-5.9426, -2.5561, 7.3756], [-4.7654, -2.8761, 7.4301], [-6.8220, -2.5737, 8.4088], [-6.2654, -3.0144, 9.6458], [-6.4193, -1.6912, 4.2768], [-4.9688, -1.3431, 5.2369], [-5.4118, -3.0421, 4.8309], [-5.4607, -2.3453, 9.9672], [-5.9037, -4.0443, 9.5611], [-7.0561, -2.9886, 10.4004]], "forces_ev_per_angstrom": [[-0.795, -1.012, -0.295], [0.513, -0.217, 0.438], [-1.474, -0.225, 0.499], [0.783, 0.582, 0.951], [1.119, 0.603, 1.523], [0.038, -0.265, -0.024], [0.453, 0.507, -0.438], [-0.697, -1.513, -0.903], [1.119, 0.086, 0.166], [-0.385, -0.183, -0.008], [0.732, 0.634, -1.454], [1.408, -3.058, 5.730], [0.668, -0.585, 1.455], [2.589, 0.965, -6.949], [-3.200, 2.557, -2.835], [-1.478, -0.201, 3.496], [-1.198, 1.446, -0.089], [0.582, 0.679, -0.145], [2.564, 0.711, -0.611], [0.159, -3.681, -1.936], [-1.718, -0.715, 3.653], [0.504, 0.709, -2.829], [-1.912, 4.062, 0.986], [1.468, -1.689, 3.864], [-0.451, 3.166, 0.679], [2.175, -4.237, 1.036], [-2.164, -1.504, -4.379], [-2.546, 1.384, -0.944], [3.619, -2.394, -2.400], [2.080, 0.799, 4.619], [1.882, -1.597, -1.898], [-0.547, 2.369, 4.257], [-4.984, 0.244, -1.675], [-3.076, 0.524, 1.231], [1.107, -2.010, -4.478], [4.706, -0.130, 1.841], [-2.299, -2.422, 0.303], [0.630, 3.271, 4.025], [3.591, 1.636, -2.851], [2.167, -2.912, 1.303], [0.804, 4.768, -1.973], [-1.221, -2.934, -4.541], [-3.941, 1.195, 3.766], [-0.899, 0.950, -0.654], [0.067, 0.104, 1.141], [0.660, 1.865, 1.123], [-0.125, 0.973, -2.308], [-1.375, -1.939, 0.506], [1.188, -0.329, -2.150], [0.911, -2.186, -0.411], [1.433, 1.217, -1.132], [-0.565, -1.932, 0.707], [-1.823, 1.284, -0.015], [-1.389, -1.449, 0.588], [1.663, 0.283, 1.556], [-1.211, -0.395, -2.299], [1.835, 1.589, 0.173], [-2.256, -0.792, -0.857], [0.552, -0.828, 2.297], [-2.046, 0.481, 1.566], [1.763, 1.034, 1.751], [2.372, -1.276, 0.032], [1.224, 0.152, -2.549], [-1.270, 1.254, -2.017], [-2.497, 0.956, 1.476], [-0.600, -0.808, 2.019], [-0.343, -1.859, -1.480], [-1.104, 2.177, 1.274], [0.438, 0.041, -2.482], [0.173, -0.268, 0.413], [-0.478, -0.430, -0.889], [0.001, -0.254, -0.109], [0.122, 1.646, 0.039], [0.349, -0.556, 0.975], [-0.202, -0.203, -0.441], [-0.144, 0.091, -0.353], [0.184, -0.061, -0.179], [-0.274, 0.017, 0.020], [0.259, -0.041, 0.002], [-0.175, 0.016, 0.178], [0.165, 0.059, 0.332], [0.405, 0.104, -0.522], [0.268, -0.389, 1.192], [0.505, -0.065, -0.260], [-1.730, 0.462, 0.007], [0.467, 0.062, -0.767], [0.166, -0.141, 0.400], [-0.113, -0.065, 0.359], [-0.038, -0.317, -0.019], [0.080, 0.231, 0.144], [-0.031, -0.225, -0.144], [0.094, 0.252, -0.031], [-0.033, 0.098, -0.369]]}


Record 3
{"formula": "C28H38BeN4P2", "method": "the ωB97M-V functional and the def2-TZVPD basis", "charge": 0, "orbital_gap_ev": 8.73, "e_lumo_ha": 0.008, "symbols": ["Be", "C", "C", "C", "C", "C", "C", "C", "C", "C", "H", "H", "H", "H", "H", "H", "H", "H", "H", "H", "H", "H", "H", "H", "H", "P", "P", "N", "N", "N", "N", "C", "C", "C", "C", "C", "C", "C", "C", "C", "C", "C", "C", "C", "C", "C", "C", "C", "C", "H", "H", "H", "H", "H", "H", "H", "H", "H", "H", "H", "H", "H", "H", "H", "H", "H", "H", "H", "H", "C", "H", "H", "H"], "coordinates": [[0.7976, -1.4011, 5.4941], [-1.6578, 2.5588, 4.5755], [-1.9387, 1.5882, 3.6958], [-1.0683, 1.0175, 2.6094], [-0.0976, -0.1399, 2.9372], [0.9003, 0.1158, 4.0282], [1.2673, 1.3286, 4.5093], [0.8879, 2.6822, 4.0344], [-0.3566, 3.2647, 4.7637], [2.1476, -1.7590, 6.4470], [-2.4293, 2.8525, 5.2933], [-2.9198, 1.1008, 3.7555], [-0.5112, 1.8014, 2.0791], [-1.7696, 0.5979, 1.8724], [-0.6742, -1.0617, 3.1377], [0.4469, -0.4009, 2.0061], [1.5870, -0.7574, 4.1947], [1.9268, 1.3532, 5.3870], [0.7747, 2.7764, 2.9528], [1.7362, 3.3288, 4.3029], [-0.0950, 3.2781, 5.8347], [-0.4793, 4.3305, 4.4963], [1.9650, -1.1917, 7.3738], [3.0723, -1.3829, 5.9934], [2.2899, -2.8162, 6.7199], [1.4194, -1.1063, -2.5246], [-1.7032, -0.6916, -2.1776], [2.8708, -0.1135, -2.5398], [2.1117, -2.3841, -3.5561], [-1.8923, 1.0514, -1.9699], [-3.3861, -0.9928, -2.6566], [0.5064, -0.1998, -3.8731], [-0.9817, -0.6099, -3.8954], [3.3459, 0.4880, -1.3617], [4.4005, 1.3243, -1.6860], [4.5808, 1.2655, -3.1101], [3.6153, 0.3948, -3.6097], [2.2602, -3.6972, -3.0844], [2.8028, -4.4741, -4.1058], [2.9569, -3.6259, -5.2506], [2.5171, -2.3656, -4.8913], [-1.6645, 1.6688, -0.7351], [-1.8429, 3.0341, -0.8717], [-2.1471, 3.2889, -2.2463], [-2.1478, 2.0605, -2.8986], [-4.2643, -0.2958, -3.4957], [-5.3770, -1.0910, -3.7348], [-5.1626, -2.3388, -3.0602], [-3.9368, -2.2664, -2.4262], [0.9427, -0.3895, -4.8671], [0.6263, 0.8756, -3.6434], [-1.5462, 0.0739, -4.5514], [-1.1101, -1.6391, -4.2839], [2.8741, 0.2510, -0.4185], [4.9758, 1.9278, -0.9957], [5.3146, 1.7988, -3.6935], [3.4032, 0.0984, -4.6216], [1.9504, -3.9466, -2.0846], [3.0540, -5.5162, -4.0443], [3.3366, -3.9105, -6.2228], [2.4384, -1.4655, -5.4856], [-1.3715, 1.0594, 0.1080], [-1.7578, 3.7718, -0.0804], [-2.3353, 4.2456, -2.7078], [-2.2912, 1.8224, -3.9388], [-4.0352, 0.6990, -3.8433], [-6.2350, -0.8203, -4.3275], [-5.8308, -3.1856, -3.0545], [-3.3869, -2.9806, -1.8299], [-0.6998, -1.1366, 6.2896], [-1.4762, -0.6658, 5.6713], [-0.3772, -0.3852, 7.0329], [-1.1457, -1.9705, 6.8602]], "forces_ev_per_angstrom": [[-0.745, 0.241, 1.903], [-0.191, -0.725, -0.211], [-0.128, 0.005, 0.731], [0.001, -0.239, -0.738], [-0.157, -0.169, -0.542], [0.334, 0.854, -0.580], [0.233, -1.774, 0.287], [-0.452, 1.076, 0.165], [0.669, 0.406, 0.057], [0.725, -0.232, -0.548], [0.118, -0.149, -0.270], [0.265, 0.365, 0.089], [-0.328, -0.258, 0.149], [0.224, 0.147, 0.205], [0.144, 0.397, 0.286], [-0.146, 0.224, 0.259], [-0.131, 0.638, 0.256], [0.047, -0.260, -0.465], [0.111, -0.217, 0.249], [-0.231, -0.046, -0.126], [-0.298, -0.034, -0.164], [0.128, -0.327, -0.007], [0.086, -0.174, -0.201], [0.268, -0.179, 0.321], [0.035, 0.321, -0.059], [2.135, 0.024, -2.117], [-1.896, 1.656, -1.376], [0.129, 0.908, 0.708], [-0.757, -0.891, 0.290], [0.847, 0.464, 0.525], [-0.068, -1.014, -0.158], [-0.332, 0.025, 0.169], [0.176, -0.294, 0.104], [0.479, 0.144, -1.015], [-0.595, -0.454, -0.195], [-1.212, -0.863, 0.209], [0.466, 0.491, 1.045], [0.569, 0.150, -1.414], [-0.530, 1.111, 0.605], [-0.353, 0.519, 0.707], [0.005, -0.571, 0.248], [-0.293, 0.378, -0.656], [0.115, -0.689, -0.072], [0.124, -1.319, -0.160], [0.100, 0.533, 0.813], [-0.326, -0.862, 0.259], [1.209, 0.068, 0.515], [0.694, 0.348, 0.128], [-0.484, 0.895, -0.457], [-0.085, 0.195, 0.535], [-0.185, -0.397, -0.062], [0.089, -0.464, 0.331], [0.140, 0.406, 0.021], [0.141, 0.039, -0.061], [-0.112, -0.161, -0.064], [-0.044, -0.048, 0.010], [0.117, 0.035, 0.087], [0.095, -0.028, 0.070], [-0.022, -0.126, 0.045], [-0.047, 0.073, 0.146], [0.130, -0.317, 0.079], [-0.158, 0.211, -0.222], [0.013, -0.214, -0.178], [0.015, -0.062, 0.018], [-0.049, 0.177, 0.077], [-0.129, -0.141, 0.154], [0.020, 0.053, 0.016], [0.051, 0.028, 0.041], [-0.164, 0.036, -0.006], [-0.560, -0.007, -0.637], [-0.115, -0.081, 0.302], [-0.123, -0.100, -0.164], [0.204, 0.245, -0.286]]}